# 1
{"formula": "C21H31HgO3", "method": "ωB97M-V/def2-TZVPD", "elements": ["H", "C", "C", "H", "C", "H", "O", "C", "H", "H", "H", "H", "C", "H", "H", "H", "C", "O", "Hg", "C", "C", "H", "C", "C", "C", "H", "H", "C", "H", "H", "C", "H", "C", "H", "C", "C", "H", "H", "H", "H", "O", "H", "H", "H", "H", "H", "C", "H", "C", "C", "H", "C", "H", "H", "H", "C"], "coordinates": [[2.08, -0.30, -0.44], [0.07, -2.92, 3.68], [-2.88, -0.86, 4.41], [-2.04, 0.96, 5.39], [1.60, -1.21, 3.80], [-0.50, 2.23, -1.86], [2.11, 0.81, -2.20], [-0.16, -0.51, -4.44], [2.35, 1.86, 1.98], [1.45, -1.56, -5.38], [0.85, 0.86, -5.86], [-1.11, -1.93, -5.73], [1.63, 2.08, -1.67], [-0.12, 0.03, 0.10], [0.43, 2.20, -3.88], [0.06, 2.42, -0.17], [-3.22, -1.14, 3.06], [0.13, 2.01, 4.39], [-0.42, 0.15, 2.11], [-0.40, 1.53, -4.15], [0.21, 1.88, -1.10], [2.31, -0.48, 4.18], [-1.30, -1.47, -4.75], [1.37, -1.50, 2.40], [0.41, -2.60, 2.35], [2.29, 2.38, -0.83], [1.10, -2.09, -3.72], [0.75, 1.66, 3.43], [0.07, -3.09, 1.44], [-3.20, 0.16, 1.22], [-2.94, 0.01, 2.27], [-3.66, -2.08, 2.69], [-0.13, 0.70, -5.41], [-1.34, -2.27, -4.00], [1.17, -1.21, -4.37], [-2.37, 0.45, 4.49], [0.71, -2.06, 5.65], [1.97, -0.54, -4.02], [1.44, -1.16, -1.86], [1.68, 2.85, -2.45], [-0.46, 0.33, -3.30], [-2.26, -0.94, -4.78], [-1.36, 2.06, -4.13], [-0.96, 0.70, -6.11], [-2.28, 2.08, 2.93], [2.19, 3.19, 3.18], [1.48, -0.18, -1.36], [-0.61, -3.71, 3.99], [-2.40, 1.02, 3.17], [0.10, 0.35, -0.93], [-0.72, -0.04, -1.52], [0.79, -2.07, 4.56], [2.87, 1.59, 3.67], [-3.00, -1.54, 5.25], [2.02, -1.19, 1.58], [2.13, 2.10, 3.03]], "orbital_gap_ev": [5.21, 5.21], "relative_energy_kj_mol": 0.0, "e_lumo_ev": [2.34, 2.34], "charge": -1}

***

# 2
{"formula": "C3H10NO", "method": "ωB97M-V/def2-TZVPD", "elements": ["H", "H", "H", "H", "C", "H", "O", "H", "C", "H", "N", "C", "H", "H", "H"], "coordinates": [[-1.39, -3.08, 0.58], [-0.04, 3.00, -1.77], [-0.20, -2.14, -0.48], [0.51, 3.16, -0.11], [0.71, 2.64, -1.05], [-1.38, -0.92, 1.45], [-0.25, 0.64, -0.24], [1.00, 0.59, -1.80], [-0.43, -2.58, 0.48], [-0.23, -1.65, 2.42], [-0.50, -1.43, 1.47], [0.56, 1.18, -0.98], [0.19, -0.74, 1.16], [1.67, 2.99, -1.44], [0.37, -3.23, 0.82]], "orbital_gap_ev": 10.86, "relative_energy_kj_mol": 42.0, "e_lumo_ev": -3.36, "charge": 1}

***

# 3
{"formula": "C2H6O", "method": "ωB97M-V/def2-TZVPD", "elements": ["H", "H", "C", "H", "H", "H", "C", "O", "H"], "coordinates": [[0.30, -0.49, -0.42], [1.65, 0.77, 0.42], [-0.40, 0.23, -0.11], [1.55, -0.75, 0.57], [0.10, 1.17, -0.04], [-1.93, -1.14, -0.01], [-1.73, -0.14, 0.07], [1.69, -0.10, -0.05], [-2.45, 0.74, 0.14]], "orbital_gap_ev": 9.98, "relative_energy_kj_mol": 344.9, "smiles": "C=C.O", "e_lumo_ev": 0.80, "charge": 0}

***

# 4
{"formula": "C5H10N2O3", "method": "ωB97M-V/def2-TZVPD", "elements": ["C", "H", "H", "H", "H", "O", "H", "H", "C", "H", "N", "H", "N", "C", "O", "C", "H", "C", "O", "H"], "coordinates": [[2.07, -0.81, 0.23], [1.13, 1.45, -1.32], [-0.54, 1.34, 1.02], [3.16, 0.24, -0.86], [-0.70, 0.26, -1.26], [1.71, -1.85, 0.70], [-2.67, -2.11, -0.71], [1.73, 2.45, -0.13], [-2.37, -0.15, -0.07], [1.89, 0.85, 1.46], [-3.11, -1.22, -0.46], [-0.55, -1.30, -0.47], [1.78, 1.50, -0.50], [1.41, 0.53, 0.54], [3.13, -0.71, -0.59], [-0.08, 0.38, 0.83], [-4.08, -1.21, -0.24], [-0.88, -0.25, -0.31], [-2.88, 0.85, 0.42], [-0.17, -0.26, 1.73]], "orbital_gap_ev": 10.64, "relative_energy_kj_mol": 0.0, "smiles": "NC(=O)CC[C@H](N)C(=O)O", "e_lumo_ev": 0.61, "charge": 0}

***

# 5
{"formula": "C3H10N2", "method": "ωB97M-V/def2-TZVPD", "elements": ["C", "H", "C", "H", "H", "H", "N", "H", "N", "C", "H", "H", "H", "H", "H"], "coordinates": [[0.71, 0.85, -0.09], [1.69, 0.44, -0.31], [0.34, 1.95, -1.08], [0.51, -2.20, -0.16], [-1.43, -2.76, 0.67], [0.85, -1.13, 1.29], [-1.00, -2.04, 1.23], [-1.20, 0.00, -0.17], [-0.23, -0.26, -0.24], [0.14, -1.45, 0.54], [0.68, 1.25, 0.93], [-0.41, 2.72, -0.85], [-0.16, 1.52, -1.95], [1.21, 2.52, -1.39], [-1.69, -1.40, 1.58]], "orbital_gap_ev": 9.54, "relative_energy_kj_mol": 71.8, "smiles": "CCNCN", "e_lumo_ev": 1.22, "charge": 0}

***

# 6
{"formula": "C3H4BrI", "method": "ωB97M-V/def2-TZVPD", "elements": ["C", "I", "C", "H", "C", "H", "H", "H", "Br"], "coordinates": [[-0.42, -1.09, -0.17], [-1.91, -2.13, -1.18], [-0.02, 0.05, -0.48], [-0.32, 2.16, -1.40], [0.17, 1.30, -0.91], [0.51, 0.04, 1.56], [1.23, 1.45, -0.95], [0.38, 0.45, 2.25], [0.37, -2.22, 1.28]], "orbital_gap_ev": 7.61, "relative_energy_kj_mol": 398.2, "e_lumo_ev": -1.13, "charge": 0}

***

# 7
{"formula": "C23H31N5O3", "method": "ωB97M-V/def2-TZVPD", "elements": ["H", "C", "C", "C", "C", "H", "C", "N", "C", "N", "H", "C", "N", "C", "H", "H", "H", "C", "H", "H", "C", "H", "H", "N", "C", "H", "C", "H", "O", "N", "C", "O", "H", "C", "H", "C", "H", "H", "H", "H", "C", "H", "H", "C", "H", "H", "O", "H", "H", "C", "H", "H", "H", "C", "C", "C", "H", "H", "H", "C", "H", "C"], "coordinates": [[-4.24, -1.55, -3.64], [-3.70, -2.04, -6.25], [2.78, 4.49, 5.76], [-2.93, -2.56, -5.04], [-3.17, -1.61, -3.85], [-3.33, -1.05, -6.53], [1.20, -1.40, 2.83], [-2.49, -2.05, -2.66], [1.47, 0.87, -1.99], [-1.98, -3.23, -0.85], [-3.74, -3.60, -1.93], [1.14, 2.57, 1.38], [0.63, -0.31, -1.77], [1.97, 3.55, 3.56], [-1.02, -1.66, -5.51], [1.38, -3.19, 0.92], [-2.79, -0.61, -4.10], [0.99, -0.45, 3.82], [-0.35, -3.64, 0.95], [2.42, 5.48, 5.50], [-0.47, -0.47, -2.62], [1.59, 4.53, 3.27], [-2.33, 0.02, 3.42], [0.13, -2.12, -0.35], [-1.34, -0.38, 3.26], [2.52, 0.59, -1.87], [0.36, -2.82, 0.92], [3.53, 2.73, 4.78], [2.03, -0.94, -0.09], [1.49, 1.74, 0.25], [-1.44, -2.66, -5.35], [0.46, 2.97, -1.34], [1.27, 1.22, -3.01], [-1.29, -1.56, -2.19], [3.96, 4.24, 3.98], [0.99, -1.12, -0.70], [-1.96, -1.68, 1.67], [1.82, -0.11, 4.42], [3.13, 3.29, 1.76], [0.32, 2.11, 1.94], [0.14, -1.85, 2.05], [1.97, 0.88, 0.45], [2.72, 1.78, 2.59], [-1.13, -1.33, 2.27], [1.16, 3.03, 4.08], [-0.90, -3.13, -4.53], [-0.65, 0.24, -3.59], [1.99, 3.97, 6.30], [-3.57, -2.71, -7.10], [3.16, 3.71, 4.50], [-0.44, 0.80, 4.80], [-4.76, -1.96, -6.03], [3.64, 4.59, 6.42], [2.34, 2.77, 2.30], [-2.84, -3.04, -1.82], [-1.01, -2.32, -1.07], [0.79, 3.53, 0.99], [-1.28, -3.25, -6.25], [2.19, -1.79, 2.65], [-0.28, 0.06, 4.03], [-3.31, -3.55, -4.78], [1.08, 1.99, -1.00]], "orbital_gap_ev": 9.27, "relative_energy_kj_mol": 20.8, "smiles": "CCCCCNC(=O)Cn1c(=O)c2c(ncn2CC(C)C)n(Cc2ccccc2)c1=O", "e_lumo_ev": 0.64, "charge": 0}

***

# 8
{"formula": "C35H38N4Sc", "method": "ωB97M-V/def2-TZVPD", "elements": ["C", "H", "H", "C", "C", "H", "C", "H", "N", "H", "C", "C", "C", "C", "H", "H", "H", "C", "C", "C", "C", "C", "C", "H", "H", "C", "N", "Sc", "H", "C", "H", "C", "C", "H", "C", "H", "C", "H", "C", "C", "C", "H", "H", "H", "C", "H", "H", "H", "C", "C", "H", "H", "H", "C", "C", "H", "C", "H", "C", "H", "C", "H", "C", "H", "N", "H", "H", "C", "H", "C", "C", "H", "H", "N", "H", "H", "H", "H"], "coordinates": [[-0.75, 3.00, 1.15], [-4.34, -1.09, 6.98], [-1.81, 0.99, -2.00], [0.21, -3.44, 2.20], [0.89, 2.53, -1.54], [2.14, -1.19, -5.56], [-2.20, 0.77, -3.01], [0.49, -3.29, 1.13], [0.18, -1.96, -1.63], [-1.03, 3.72, -7.45], [-0.29, 2.63, -5.73], [3.32, 0.62, -0.85], [0.60, -2.86, -2.64], [0.92, 0.58, -5.20], [4.20, -0.05, 1.70], [-2.01, -4.87, 4.35], [-0.28, 1.80, 3.65], [-0.28, -0.83, -2.23], [1.07, 1.77, -0.27], [1.02, 1.37, 2.01], [-3.82, -0.93, 6.04], [-1.75, -0.92, 4.77], [-2.43, -1.10, 5.98], [-4.40, -0.09, 2.78], [2.93, -1.92, 3.69], [0.01, -4.20, 4.81], [-1.47, -0.53, 1.21], [0.15, -0.42, -0.18], [-1.80, -4.14, 1.93], [0.74, 1.44, 3.46], [0.53, 4.27, -6.85], [-0.44, 3.88, -6.54], [-2.48, -0.60, 3.60], [2.70, -2.28, 1.83], [-1.10, -4.41, 3.96], [-1.86, -1.37, 6.87], [0.80, 1.79, -5.90], [3.35, 0.51, 3.29], [2.24, 0.78, 1.49], [1.22, -3.08, 3.16], [3.34, 0.38, 2.22], [1.45, 2.11, 3.98], [3.78, -0.33, -0.57], [-0.16, 2.79, -1.72], [2.17, 0.92, 0.03], [-0.02, -4.57, 5.83], [-2.06, 2.99, -4.55], [-3.05, 1.45, -3.14], [-0.17, 0.18, -4.40], [0.51, -2.22, -3.83], [-1.08, 3.41, 0.19], [4.10, 1.40, -0.76], [2.87, 0.39, -5.95], [2.38, -2.36, 2.86], [0.34, 2.00, 0.96], [-5.61, -0.43, 4.93], [-4.53, -0.57, 4.89], [0.85, 0.44, 3.91], [-1.26, 2.29, -4.77], [-0.67, -1.04, 4.71], [-1.87, -0.52, 2.33], [3.02, 0.57, -1.91], [2.23, -0.14, -5.23], [-0.96, 4.65, -5.97], [1.07, -3.49, 4.47], [-1.62, 2.57, 1.66], [1.26, 1.97, -2.40], [-1.20, 1.07, -4.09], [1.61, 2.08, -6.56], [-3.87, -0.39, 3.68], [-0.98, -4.00, 2.63], [0.92, -3.88, -2.47], [1.47, 3.47, -1.50], [-0.08, -0.97, -3.58], [2.77, -0.12, -4.26], [0.80, -2.56, -4.80], [-2.55, -0.26, -3.03], [-0.39, 3.85, 1.76]], "orbital_gap_ev": [4.19, 3.96], "relative_energy_kj_mol": 183.3, "e_lumo_ev": [2.15, 2.15], "charge": -1}

***

# 9
{"formula": "C22H19N4O6", "method": "ωB97M-V/def2-TZVPD", "elements": ["H", "N", "C", "C", "H", "O", "C", "H", "C", "H", "H", "H", "O", "H", "C", "C", "C", "O", "C", "O", "N", "C", "C", "C", "H", "O", "H", "C", "H", "H", "H", "O", "N", "H", "H", "C", "C", "H", "N", "C", "H", "C", "C", "C", "H", "C", "C", "C", "H", "C", "H"], "coordinates": [[-2.68, -4.82, 1.62], [2.14, -1.63, 2.55], [-1.52, -3.10, 4.34], [-1.87, -0.34, -0.63], [-0.55, -3.90, 0.66], [3.20, -1.21, 1.98], [0.47, -0.10, -1.43], [1.52, -2.67, 0.86], [-0.85, -3.69, 1.69], [-1.79, -2.87, 5.37], [-5.23, 2.59, -3.09], [3.15, 4.56, -0.08], [3.07, -1.11, -1.64], [-4.60, 3.59, -1.74], [-0.91, 0.31, -1.45], [-1.37, 1.35, -2.30], [-2.02, -4.20, 2.23], [4.94, 3.07, -1.41], [1.24, -2.41, 1.88], [0.42, 2.81, -1.03], [4.00, 0.96, -1.52], [-5.26, 2.75, -2.00], [2.63, 4.34, -1.01], [-3.61, 1.13, -1.42], [-3.91, -0.41, 0.07], [-4.89, 1.55, -1.29], [0.69, -1.17, -1.41], [-3.18, 0.06, -0.59], [6.03, 1.13, -1.51], [-6.28, 2.96, -1.68], [5.40, -0.18, -2.56], [1.93, -1.32, 3.76], [2.67, 2.91, -1.25], [-2.99, 2.59, -2.95], [0.31, -1.95, 4.39], [3.94, 2.35, -1.40], [1.46, 2.19, -1.23], [5.40, -0.40, -0.80], [-4.48, -4.97, 4.68], [2.89, 0.11, -1.54], [-1.51, -1.16, 0.01], [1.56, 0.73, -1.44], [0.03, -2.88, 2.47], [-3.53, -4.51, 4.17], [3.13, 4.87, -1.83], [-0.35, -2.58, 3.80], [-2.36, -3.93, 3.57], [-2.69, 1.76, -2.31], [-0.68, 1.83, -3.00], [5.30, 0.34, -1.60], [1.59, 4.63, -0.94]], "orbital_gap_ev": 5.25, "e_lumo_ev": 1.34, "charge": -1}

***

# 10
{"formula": "C38H80N4O6Zr", "method": "ωB97M-V/def2-TZVPD", "elements": ["C", "H", "N", "C", "H", "H", "H", "H", "H", "H", "Zr", "H", "H", "H", "H", "H", "C", "H", "H", "C", "H", "H", "N", "C", "C", "H", "H", "H", "C", "H", "H", "H", "H", "H", "H", "H", "C", "H", "H", "C", "H", "H", "H", "H", "C", "H", "C", "H", "H", "H", "C", "H", "C", "H", "H", "H", "N", "O", "H", "C", "H", "H", "H", "C", "H", "H", "H", "O", "H", "H", "C", "C", "H", "C", "H", "C", "C", "O", "N", "C", "H", "H", "C", "H", "H", "H", "O", "H", "H", "H", "H", "H", "H", "C", "H", "H", "H", "C", "O", "C", "H", "H", "H", "H", "H", "C", "C", "H", "H", "H", "H", "C", "C", "C", "C", "C", "H", "C", "C", "C", "C", "C", "H", "H", "H", "C", "O", "H", "H"], "coordinates": [[-3.84, 0.95, 4.09], [-3.04, 0.20, -2.88], [1.55, 1.86, -1.74], [0.19, -2.79, 2.67], [-4.11, 0.11, 4.74], [-0.40, 0.58, 4.94], [0.90, 2.02, 3.39], [4.47, -0.31, 1.07], [-3.83, -1.33, -3.34], [1.16, 4.51, -2.65], [0.05, -0.18, 0.70], [0.06, -3.76, 2.19], [3.00, 4.65, -1.61], [-4.46, 3.54, 2.83], [-1.73, -4.32, -2.86], [-0.26, 3.78, 1.48], [-2.10, -3.31, -2.68], [-5.94, -3.98, -1.59], [-1.18, 2.58, 5.64], [2.77, -2.62, -1.90], [-3.85, 4.34, 1.42], [1.81, -4.51, -2.57], [2.89, -1.94, -0.56], [-1.91, 4.31, 3.51], [5.35, -3.06, -1.75], [4.61, 3.14, -2.59], [-3.72, -4.93, -1.27], [1.94, 4.08, -0.33], [-2.20, 2.54, 5.25], [4.36, -1.58, -3.06], [4.20, 1.59, -3.08], [1.78, 1.34, -4.56], [1.62, -0.19, 3.33], [-4.13, -3.92, 0.08], [3.45, 1.43, 0.34], [0.79, -1.73, -2.50], [-5.24, -1.86, -1.17], [-4.51, 1.76, 4.38], [-0.63, -3.44, -0.22], [0.75, 2.39, -2.89], [1.75, -4.27, -0.83], [4.13, -4.55, 0.34], [4.48, -3.91, 1.87], [6.29, -2.78, -2.23], [-4.26, 0.17, -0.23], [1.76, 2.08, 1.85], [-2.35, 1.40, 4.20], [-2.90, -3.18, -3.42], [-1.45, -0.53, 4.05], [-4.84, 0.06, -2.91], [-3.74, 3.44, 2.02], [-2.53, 4.66, 5.61], [-5.10, -3.30, -1.72], [3.78, 0.50, -1.08], [-1.96, -3.62, 0.89], [3.22, -1.11, 2.00], [-2.74, -1.68, -0.84], [1.63, -1.68, 0.08], [5.63, -1.22, -0.58], [4.16, -2.58, -2.66], [-1.61, 4.78, 0.92], [-0.22, 4.05, -1.71], [1.78, -2.47, -3.85], [-0.43, 1.47, -3.28], [-0.14, 0.42, -3.38], [-2.85, 2.28, 6.09], [-4.06, 0.64, 3.06], [-1.52, 1.01, 1.93], [-0.07, -2.93, 3.72], [1.24, -2.54, 2.82], [1.78, -1.94, -2.89], [2.93, 2.44, -1.51], [-3.71, 3.95, 4.68], [3.80, 1.51, -0.69], [4.87, -1.70, 2.21], [2.37, -4.13, -1.72], [4.00, -2.31, 0.36], [0.74, 1.55, -0.55], [-1.82, 1.99, 2.93], [3.01, 3.12, -4.02], [4.11, -3.20, -3.56], [-5.01, -3.30, -2.80], [5.31, -2.25, -0.45], [2.16, -0.94, -3.10], [-5.68, -1.92, -0.18], [-1.48, -4.87, -0.21], [-0.63, -1.79, 2.03], [-1.29, -2.65, -2.97], [-1.13, 1.37, -2.45], [2.79, 4.18, -3.89], [3.23, -4.81, -1.67], [-5.26, 0.59, -0.34], [-4.15, 2.58, 1.50], [-1.32, 3.77, 1.23], [-0.83, 4.41, 3.68], [2.80, -3.94, 1.23], [3.56, 4.09, -0.06], [3.73, 2.53, -2.80], [-1.47, -0.92, -0.81], [-2.25, 3.32, 2.40], [-2.26, 5.29, 3.19], [-1.37, 3.15, 0.33], [2.62, 1.56, 3.33], [-0.98, 1.77, -4.17], [-1.49, -2.11, 2.29], [2.86, 3.87, -0.87], [-2.56, -3.09, -1.23], [-0.30, 4.20, -3.51], [-1.81, -0.17, 5.69], [4.85, 1.81, -0.66], [1.13, 2.93, -4.92], [-3.90, -0.45, -2.70], [1.67, 2.35, -4.16], [-1.44, 0.29, 4.78], [-3.96, -0.97, -1.27], [-1.66, -3.79, -0.14], [-4.33, -0.23, 0.78], [4.17, -1.27, 1.49], [-2.63, 3.94, 4.80], [1.68, 1.54, 2.79], [-3.86, -3.88, -0.98], [0.28, 3.86, -2.65], [-3.55, 0.99, -0.19], [6.01, -2.79, 0.18], [5.33, -4.15, -1.69], [3.85, -3.73, 1.00], [1.29, 0.20, 2.52], [-6.08, -1.42, -1.70], [3.59, 3.00, -4.93]], "orbital_gap_ev": 6.74, "relative_energy_kj_mol": 35.5, "e_lumo_ev": -0.09, "charge": 0}